(1)
The following is a DFT calculation (ωB97M-V with the def2-TZVPD basis set) of a single C8H9N3OS molecule in a non-equilibrium geometry.

LUMO level (alpha / beta) = -1.7 / -0.5 eV
highest occupied orbital energy (alpha / beta) = -0.31766 / -0.29550 Eh
gap between HOMO and LUMO (alpha / beta) = 6.9765 / 7.5904 eV
relative energy (zero: lowest compared OMol25 entry of this formula, charge and spin) = 842.6 kJ/mol

Last column: Löwdin charge in e.
Atoms and positions in Å:
C: -1.89453 -0.58675 -3.60135  -0.12
C: -2.32546 0.44288 -2.79912  -0.07
C: -1.00590 -1.55769 -3.19614  -0.09
C: -1.97606 0.48548 -1.40732  0.01
C: -0.71870 -1.42899 -1.87459  0.11
C: -1.07002 -0.49980 -0.95235  -0.28
C: 1.07521 -1.47148 1.69623  -0.04
C: 2.84424 0.94553 2.02330  -0.20
N: 0.38642 -1.15414 0.76149  -0.06
N: 2.03430 0.18978 4.38252  -0.22
N: -0.60975 -0.38814 0.33852  0.02
O: 0.40202 1.29646 2.71467  -0.42
S: 1.41132 0.29051 2.98248  0.62
H: -2.16695 -0.73976 -4.63451  0.10
H: -2.95193 1.12213 -3.23885  0.07
H: -0.50852 -2.13619 -3.91421  0.09
H: -2.27018 1.28808 -0.73331  0.11
H: 3.66493 0.19787 1.76551  0.08
H: 2.35777 1.24764 0.98310  0.09
H: 3.09468 1.85402 2.64243  0.07
H: 1.36650 0.47539 5.07123  0.00
H: -1.13940 0.12717 0.99029  0.13



(2)
The following is a DFT calculation (ωB97M-V with the def2-TZVPD basis set) of 4 unconnected molecules or ions with the total composition C28H44F3N5O6S2 in a non-equilibrium geometry.

LUMO level = -1.5 eV
highest occupied orbital energy = -0.30105 Eh
gap between HOMO and LUMO = 6.6548 eV
SMILES string = C#CC1=C(CCCSC(=S)N(CC)CC)C(=O)C(N)=C(C[C@@H](O)C(F)(F)F)C1=O.CN(C)C=O.CN(C)C=O.CN(C)C=O

Last column: Löwdin charge in e.
Atoms and positions in Å:
C: 1.22548 -3.95008 -5.18819  0.07
C: 1.30488 -3.25032 -3.94612  -0.03
C: 1.84825 -2.71456 -2.45780  -0.05
C: 1.37430 -3.34192 -1.15906  -0.05
C: 0.30758 -4.58479 -1.08573  -0.14
C: -0.86278 -4.32741 0.03308  -0.24
C: -2.29028 -3.78418 -0.56700  -0.49
S: -2.29687 -1.92447 -0.95472  0.74
C: -4.06874 -1.36977 -1.40700  -0.91
S: -4.92005 -2.49284 -2.41825  0.57
N: -4.67188 -0.07827 -0.89876  -0.22
C: -4.91272 -0.11173 0.59586  -0.24
C: -5.65512 -1.47862 1.13786  -0.11
C: -5.89817 0.34703 -1.67540  -0.30
C: -5.57705 0.85366 -3.22199  -0.13
C: 1.97416 -2.65352 0.24238  -0.13
O: 2.35919 -3.38509 1.29564  -0.02
C: 2.06395 -0.98401 0.19077  -0.10
N: 1.63347 -0.20312 1.41266  0.07
C: 2.53368 -0.35492 -1.10865  -0.02
C: 2.60970 1.27383 -1.27467  -0.08
C: 4.04133 1.95263 -0.85487  -0.19
O: 5.04174 1.66275 -1.92544  -0.06
C: 3.76506 3.60176 -0.81158  -0.18
F: 2.75840 3.97385 0.24410  -0.01
F: 3.12915 4.03012 -2.11347  0.00
F: 5.00189 4.36022 -0.50034  0.02
C: 2.90839 -1.42638 -2.33730  -0.14
O: 3.98255 -1.28574 -3.12363  -0.02
H: 1.10836 -4.62685 -6.16464  0.07
H: 0.82980 -5.61830 -0.80160  0.14
H: -0.19572 -4.76576 -2.14639  0.12
H: -1.07676 -5.38604 0.54137  0.13
H: -0.55809 -3.61200 0.91451  0.11
H: -3.08754 -3.91157 0.31223  0.09
H: -2.72015 -4.44060 -1.45857  0.08
H: -3.86560 0.08408 1.12158  0.13
H: -5.61938 0.79290 0.91714  0.13
H: -6.75437 -1.62450 0.71903  0.09
H: -5.78618 -1.34809 2.31277  0.09
H: -5.01849 -2.45120 0.98367  0.06
H: -6.32526 1.31222 -1.11793  0.13
H: -6.79431 -0.44025 -1.62820  0.11
H: -6.56277 1.39306 -3.62417  0.09
H: -4.76677 1.70523 -3.12413  0.08
H: -5.27909 -0.01594 -3.94699  0.05
H: 2.37362 0.46205 1.72848  0.08
H: 1.42468 -0.93539 2.14713  0.06
H: 1.76417 1.72517 -0.57598  0.14
H: 2.30475 1.57222 -2.38489  0.11
H: 4.38732 1.61763 0.21233  0.17
H: 5.30343 2.56082 -2.33685  0.13
C: 0.60120 -1.24590 4.88239  -0.05
N: -0.78544 -1.51202 5.20418  -0.20
C: -1.14706 -1.76498 6.58331  -0.05
C: -1.77038 -1.53209 4.23958  -0.33
O: -2.95793 -1.74966 4.44218  -0.01
H: 1.20517 -2.10660 5.18331  0.10
H: 0.92699 -0.35774 5.43105  0.06
H: 0.73096 -1.07345 3.81051  0.05
H: -1.60268 -2.75712 6.65562  0.09
H: -1.87945 -1.01717 6.90210  0.09
H: -0.26613 -1.71635 7.22907  0.09
H: -1.38695 -1.32760 3.22663  0.12
C: 0.55444 2.95953 -6.81673  -0.07
N: 0.68933 2.51037 -5.44662  -0.20
C: 1.94569 2.72736 -4.76016  -0.05
C: -0.33976 1.88339 -4.77667  -0.32
O: -0.29305 1.47989 -3.62183  0.00
H: 1.30637 2.45455 -7.42971  0.09
H: 0.71651 4.04050 -6.85168  0.09
H: -0.44036 2.73273 -7.20970  0.08
H: 2.35130 1.76092 -4.44611  0.09
H: 1.76445 3.33879 -3.87102  0.08
H: 2.66156 3.23210 -5.41451  0.09
H: -1.24820 1.76919 -5.39034  0.13
C: 3.85988 3.89802 4.25387  -0.06
N: 2.95282 2.81087 4.55801  -0.20
C: 1.67543 2.75515 3.87836  -0.04
C: 3.26728 1.82888 5.47331  -0.30
O: 2.54910 0.88499 5.77655  -0.01
H: 3.36790 4.84551 4.49126  0.09
H: 4.10394 3.86683 3.18830  0.08
H: 4.78187 3.81657 4.83593  0.09
H: 0.87435 2.78643 4.62298  0.10
H: 1.60664 1.81273 3.32666  0.07
H: 1.56849 3.59531 3.18691  0.09
H: 4.26058 1.96700 5.93067  0.13



(3)
The following is a DFT calculation (ωB97M-V with the def2-TZVPD basis set) of 17 unconnected molecules or ions with the total composition C54H151N9O26 in a non-equilibrium geometry.

LUMO level = 0.1 eV
highest occupied orbital energy = -0.31214 Eh
gap between HOMO and LUMO = 8.5718 eV
relative energy (zero: lowest compared OMol25 entry of this formula, charge and spin) = 257.1 kJ/mol

Last column: Löwdin charge in e.
Atoms and positions in Å:
C: -5.43088 -9.37895 -16.28741  -0.11
O: -6.12630 -9.08275 -15.06481  -0.21
C: -5.30635 -8.60747 -13.98545  -0.19
C: -6.11373 -8.35740 -12.65854  -0.18
N: -5.11453 -7.98865 -11.62846  -0.07
C: -5.87711 -7.69526 -10.43109  -0.25
C: -5.01160 -6.97596 -9.42519  -0.19
O: -4.86951 -5.62129 -9.93554  -0.23
C: -4.30331 -4.66081 -8.99112  -0.09
H: -4.69377 -8.61922 -16.54731  0.08
H: -6.04362 -9.42824 -17.18754  0.08
H: -4.88042 -10.31596 -16.20313  0.08
H: -4.99159 -7.67112 -14.44620  0.12
H: -4.51815 -9.31770 -13.73561  0.12
H: -6.63744 -9.23262 -12.27408  0.12
H: -6.78383 -7.51155 -12.81220  0.11
H: -4.73219 -7.08635 -11.87293  0.10
H: -6.31658 -8.57073 -9.95304  0.12
H: -6.69211 -7.01127 -10.66778  0.12
H: -3.97292 -7.30445 -9.38857  0.12
H: -5.48393 -6.87309 -8.44825  0.12
H: -3.29408 -4.96215 -8.71053  0.08
H: -4.82377 -4.52984 -8.04240  0.08
H: -4.21174 -3.68388 -9.46579  0.08
C: -4.36997 5.87070 2.08348  -0.11
O: -4.32487 5.58470 3.45676  -0.18
C: -5.58082 5.18433 3.89183  -0.27
C: -5.65895 5.12802 5.39793  -0.20
N: -5.35003 6.45542 5.95378  -0.05
C: -6.36559 7.57151 5.87439  -0.18
C: -7.82682 7.20548 5.94871  -0.23
O: -8.32612 6.59948 4.74065  -0.18
C: -9.47989 5.86243 5.06582  -0.13
H: -5.03484 6.72243 1.93994  0.08
H: -4.76053 5.01804 1.52804  0.09
H: -3.42282 6.25559 1.70551  0.09
H: -5.79341 4.17630 3.53574  0.13
H: -6.32616 5.93824 3.63847  0.11
H: -4.94378 4.38220 5.74491  0.11
H: -6.62987 4.75325 5.72190  0.11
H: -4.53842 6.70081 5.40498  0.08
H: -6.22760 8.01855 4.88990  0.11
H: -6.06697 8.26067 6.66431  0.11
H: -8.43199 8.07095 6.21860  0.13
H: -7.79182 6.55638 6.82368  0.12
H: -9.70274 5.15107 4.27057  0.09
H: -10.28779 6.46765 5.47706  0.09
H: -9.32548 5.18754 5.90772  0.08
C: 1.34859 -0.42727 -17.95832  -0.06
O: 1.80573 0.46162 -16.85083  -0.20
C: 2.82885 -0.20264 -16.15010  -0.24
C: 3.50248 0.86094 -15.18353  -0.18
N: 2.53290 1.49489 -14.28819  -0.05
C: 2.05918 0.55848 -13.25606  -0.20
C: 0.72147 0.88757 -12.49537  -0.18
O: -0.34625 1.15454 -13.40977  -0.20
C: -1.40000 1.83440 -12.77474  -0.13
H: 0.48218 0.03919 -18.42722  0.08
H: 0.96279 -1.34996 -17.52483  0.08
H: 2.10192 -0.53529 -18.73865  0.08
H: 3.49639 -0.56902 -16.92998  0.11
H: 2.52178 -1.11365 -15.63641  0.10
H: 3.93820 1.67452 -15.76346  0.11
H: 4.31301 0.38643 -14.63037  0.11
H: 1.73067 1.58919 -14.89453  0.08
H: 2.81120 0.47850 -12.47109  0.11
H: 2.02253 -0.46888 -13.61837  0.10
H: 0.89420 1.86463 -12.04413  0.12
H: 0.49898 0.04502 -11.84061  0.12
H: -2.28738 1.95265 -13.39656  0.09
H: -1.03020 2.82197 -12.49896  0.08
H: -1.73384 1.38607 -11.83898  0.08
C: -1.67437 -0.69770 3.09055  -0.09
O: -1.00152 -0.13642 1.97518  -0.20
C: 0.37004 -0.43462 1.92697  -0.22
C: 0.86137 -0.80293 0.48824  -0.22
N: 0.42710 0.20814 -0.47036  -0.04
C: 0.39695 -0.47536 -1.76529  -0.23
C: -0.46326 0.15941 -2.83570  -0.18
O: -1.79157 0.23434 -2.23622  -0.21
C: -2.71224 1.09744 -2.80632  -0.13
H: -1.80218 -1.77026 2.94440  0.09
H: -2.67307 -0.29959 2.91114  0.09
H: -1.30907 -0.31136 4.04208  0.09
H: 0.64278 -1.34931 2.45332  0.11
H: 0.90691 0.43126 2.31446  0.12
H: 0.59437 -1.82770 0.23000  0.10
H: 1.93708 -0.97755 0.46695  0.11
H: -0.47056 0.56864 -0.17992  0.09
H: 0.12661 -1.53026 -1.71841  0.11
H: 1.43285 -0.50154 -2.10343  0.12
H: -0.52876 -0.40788 -3.76413  0.12
H: -0.06642 1.12661 -3.14418  0.12
H: -3.68949 1.00755 -2.33195  0.08
H: -2.89058 0.80181 -3.84018  0.08
H: -2.35179 2.12609 -2.81170  0.09
C: 5.40691 0.54921 10.04101  -0.10
O: 5.57452 0.37916 11.44139  -0.22
C: 4.85450 -0.69502 12.11932  -0.19
C: 5.09910 -0.62387 13.62969  -0.19
N: 4.64480 0.66918 14.24393  -0.07
C: 5.22385 0.85935 15.55921  -0.22
C: 4.69168 2.12696 16.29226  -0.24
O: 5.12011 3.24310 15.56957  -0.20
C: 4.79894 4.49111 16.17274  -0.09
H: 4.35475 0.76892 9.85995  0.08
H: 5.62637 -0.43287 9.62216  0.08
H: 5.98372 1.37754 9.62958  0.08
H: 5.26167 -1.66476 11.83310  0.11
H: 3.78876 -0.69126 11.89063  0.12
H: 6.16041 -0.66991 13.87382  0.10
H: 4.68886 -1.48423 14.15845  0.12
H: 4.86232 1.50380 13.71838  0.10
H: 6.30653 0.88396 15.43548  0.11
H: 5.00344 0.01291 16.20964  0.11
H: 5.17626 2.06878 17.26688  0.11
H: 3.63262 2.10708 16.54938  0.12
H: 5.42180 5.17554 15.59681  0.09
H: 5.11027 4.51447 17.21707  0.09
H: 3.75596 4.75198 15.99320  0.09
C: 9.15545 4.16606 9.70389  -0.11
O: 9.21457 5.07993 8.60949  -0.18
C: 9.33552 4.32371 7.42158  -0.23
C: 8.84202 5.25406 6.28128  -0.23
N: 7.44110 5.46872 6.34959  -0.08
C: 6.94988 6.48145 5.40645  -0.18
C: 5.44786 6.71993 5.63602  -0.24
O: 4.68824 5.59546 5.27090  -0.20
C: 3.33619 5.59654 5.80519  -0.08
H: 10.12190 3.74732 9.98445  0.09
H: 8.38493 3.39865 9.62972  0.08
H: 8.82825 4.77383 10.54748  0.09
H: 8.82579 3.36071 7.45175  0.11
H: 10.37062 4.03913 7.23268  0.12
H: 8.96179 4.77848 5.30785  0.12
H: 9.51234 6.11284 6.31714  0.12
H: 7.17715 5.83679 7.25234  0.11
H: 7.25216 6.25339 4.38432  0.12
H: 7.43433 7.39307 5.75625  0.11
H: 5.06920 7.55465 5.04615  0.12
H: 5.26017 6.95894 6.68280  0.11
H: 3.32965 5.97920 6.82579  0.08
H: 2.99616 4.56182 5.76257  0.09
H: 2.68679 6.27349 5.25009  0.08
C: 1.64495 -7.19338 6.99821  -0.12
O: 1.30467 -8.35199 6.27693  -0.18
C: 1.96949 -8.38048 5.02776  -0.24
C: 1.60418 -9.70633 4.30238  -0.19
N: 2.26544 -10.84214 5.02252  -0.05
C: 1.83479 -12.12609 4.41296  -0.18
C: 2.29165 -13.40158 5.31453  -0.19
O: 1.71383 -13.24037 6.60909  -0.23
C: 2.19445 -14.15996 7.62062  -0.08
H: 1.02091 -6.35484 6.68917  0.09
H: 2.70400 -6.94016 7.04707  0.09
H: 1.34656 -7.45447 8.01354  0.09
H: 3.04864 -8.26413 5.12764  0.12
H: 1.68330 -7.56410 4.36466  0.11
H: 1.83889 -9.66732 3.23867  0.11
H: 0.52209 -9.82959 4.34690  0.11
H: 1.88113 -10.84028 5.95654  0.09
H: 2.25532 -12.35406 3.43353  0.10
H: 0.75120 -12.15527 4.29856  0.10
H: 3.38120 -13.42060 5.33940  0.11
H: 1.90001 -14.36463 4.98701  0.11
H: 1.92898 -15.17049 7.31004  0.08
H: 1.65758 -13.94018 8.54342  0.08
H: 3.26971 -14.04989 7.76137  0.08
C: -3.73750 8.94168 -5.95278  -0.11
O: -2.54815 8.44524 -5.30804  -0.19
C: -1.85889 7.49316 -6.18374  -0.20
C: -0.53443 7.08779 -5.50185  -0.23
N: 0.38038 8.21083 -5.54463  -0.05
C: 1.63488 8.04445 -4.76846  -0.17
C: 1.36739 7.74097 -3.27507  -0.23
O: 0.74164 8.89246 -2.73167  -0.19
C: 0.79431 9.03095 -1.31822  -0.10
H: -4.48569 9.34543 -5.27066  0.08
H: -4.16740 8.10355 -6.50127  0.08
H: -3.64458 9.77640 -6.64755  0.08
H: -1.68781 7.81268 -7.21171  0.12
H: -2.51840 6.63267 -6.29668  0.11
H: -0.23773 6.15687 -5.98501  0.12
H: -0.73594 6.75002 -4.48528  0.10
H: -0.16621 8.91297 -5.06676  0.09
H: 2.13219 8.99836 -4.94409  0.11
H: 2.30648 7.28565 -5.17007  0.11
H: 2.32500 7.53291 -2.79782  0.11
H: 0.83800 6.81495 -3.05079  0.11
H: -0.14337 8.80708 -0.80954  0.08
H: 1.23599 10.01071 -1.13630  0.09
H: 1.45460 8.27876 -0.88656  0.07
C: -7.79596 1.20746 -0.57261  -0.07
O: -7.31326 -0.14510 -0.15460  -0.22
C: -7.81595 -0.62138 1.12935  -0.19
C: -7.77242 -2.17468 1.21137  -0.20
N: -6.40462 -2.72085 1.48423  -0.05
C: -5.46889 -2.51997 0.35052  -0.21
C: -4.30033 -3.47500 0.37944  -0.26
O: -4.78274 -4.77585 0.17166  -0.18
C: -3.66535 -5.69185 0.38273  -0.09
H: -7.22324 1.57359 -1.42468  0.08
H: -7.71936 1.99963 0.17216  0.07
H: -8.86481 1.15584 -0.77999  0.08
H: -8.86225 -0.36201 1.29087  0.11
H: -7.17889 -0.27931 1.94498  0.12
H: -8.25408 -2.69244 0.38189  0.11
H: -8.41447 -2.48483 2.03579  0.10
H: -6.42536 -3.71547 1.65854  0.09
H: -5.00724 -1.53259 0.35826  0.11
H: -5.96062 -2.57902 -0.62047  0.12
H: -3.74764 -3.37180 1.31324  0.11
H: -3.63319 -3.25582 -0.45421  0.12
H: -3.00985 -5.62924 -0.48591  0.08
H: -3.85099 -6.76132 0.48216  0.08
H: -3.04761 -5.42080 1.23890  0.08
O: 6.61892 1.16855 3.03366  -0.05
H: 6.60250 1.87646 3.67773  0.03
H: 6.24670 1.55612 2.24152  0.02
O: -6.27430 -3.21104 6.89370  -0.05
H: -6.03695 -3.16807 5.96739  0.03
H: -7.18950 -3.49148 6.89418  0.03
O: 6.49706 -3.18898 3.70958  -0.05
H: 6.65910 -2.24670 3.75524  0.03
H: 7.30846 -3.58755 4.02424  0.03
O: 3.57333 1.50461 -7.01985  -0.05
H: 3.66558 1.80149 -6.11454  0.02
H: 3.70690 0.55776 -6.97668  0.02
O: 3.89039 3.42732 0.69640  -0.05
H: 3.59134 3.76586 1.54031  0.03
H: 3.24539 2.75952 0.46353  0.03
O: 3.24708 -2.53936 -6.64814  -0.05
H: 2.98511 -3.03320 -7.42514  0.03
H: 3.37374 -3.20506 -5.97210  0.03
O: 5.38569 -6.10570 0.38976  -0.05
H: 5.57691 -5.36831 0.96935  0.02
H: 5.72739 -6.87025 0.85338  0.03
O: 5.50979 3.04188 -3.39610  -0.05
H: 5.28716 3.12647 -2.46900  0.02
H: 6.14357 3.74127 -3.55550  0.03



(4)
The following is a DFT calculation (ωB97M-V with the def2-TZVPD basis set) of a gas-phase ion, C8H17FN4 (charge +2) in a non-equilibrium geometry.

LUMO level (alpha / beta) = -7.4 / -7.4 eV
total charge = +2
highest occupied orbital energy (alpha / beta) = -0.55324 / -0.55324 Eh
gap between HOMO and LUMO (alpha / beta) = 7.6453 / 7.6439 eV
relative energy (zero: lowest compared OMol25 entry of this formula, charge and spin) = 77.5 kJ/mol
SMILES string = C=[N+](C)/C(F)=C(\N)N1CC[NH2+]CC1

Last column: Löwdin charge in e.
Atoms and positions in Å:
C: -3.57439 -0.80188 -0.95921  0.17
N: -3.18882 0.04374 -0.08879  -0.11
C: -4.11408 0.97688 0.43872  0.03
C: -1.85763 0.19453 0.08488  -0.19
F: -1.60208 1.52366 0.34961  0.04
C: -0.73566 -0.62995 0.05458  -0.19
N: -0.96543 -1.97892 -0.19636  0.20
N: 0.51858 -0.09144 0.22183  -0.10
C: 0.90797 1.27418 -0.08382  -0.15
C: 2.20786 1.25544 -0.79511  -0.13
N: 3.36644 0.58589 -0.12845  0.04
C: 2.87621 -0.72395 0.33497  -0.10
C: 1.52764 -0.65739 1.11809  -0.11
H: -4.63468 -0.85360 -1.25281  0.15
H: -2.83315 -1.31334 -1.54386  0.12
H: -4.64313 0.28698 1.22003  0.17
H: -3.67395 1.89244 0.77481  0.10
H: -4.95641 1.23991 -0.29060  0.15
H: -1.77267 -2.40886 -0.07672  0.05
H: -0.22126 -2.50045 -0.53584  0.10
H: 1.20911 1.84654 0.92606  0.19
H: 0.19605 1.72098 -0.67704  0.11
H: 2.03109 0.73041 -1.83397  0.19
H: 2.63323 2.28650 -1.04120  0.17
H: 4.16811 0.51715 -0.81540  0.21
H: 3.89610 1.24928 0.52560  0.23
H: 3.58993 -1.14959 1.17625  0.19
H: 2.68559 -1.30816 -0.51644  0.12
H: 1.22398 -1.76374 1.35353  0.17
H: 1.43121 0.04718 2.07824  0.18